(1)
ORCA calculation (the ωB97M-V functional and the def2-TZVPD basis) on a structure of composition C13H29AlBClO12P in a non-equilibrium geometry.

Its total charge is -1. The HOMO energy is -5.246 eV. The calculation puts the orbital gap at 0.2716 Eh. As for the multiplicity: 1. The calculation puts the LUMO energy at 2.15 eV.

```
58
Properties=species:S:1:pos:R:3:forces:R:3:mulliken_charge:R:1
C 1.18992 -2.06718 0.47123 -0.5 -0.1 -0.2 -1.134
C -0.10343 -2.85891 0.18884 0.4 0.4 0.4 -0.171
C -1.18530 -2.52081 1.21003 0.2 0.3 -0.5 1.449
Cl -0.70679 -3.19514 2.79572 -0.1 0.0 0.2 -0.181
C -2.65781 -2.92452 0.82611 -0.2 -1.4 0.8 1.133
O -3.52083 -1.80680 1.16865 0.6 0.4 -0.3 -0.844
B -3.26916 -0.59642 0.60832 -0.4 0.3 0.3 0.872
O -3.84694 0.51950 1.19551 0.4 0.0 -0.3 -0.674
O -2.43649 -0.39455 -0.48457 0.1 -0.4 0.0 -0.307
O -3.06436 -3.99191 1.55284 -0.2 0.1 0.0 -0.999
Al -2.87584 -5.59292 0.72172 0.5 0.4 0.1 0.992
O -2.61273 -4.70540 -0.84366 -0.1 0.0 0.3 -0.811
C -2.85650 -3.34394 -0.65702 0.1 -0.2 -1.0 0.098
P -4.55962 -3.11708 -1.27431 -0.2 0.3 0.4 0.373
O -5.69715 -3.71060 -0.54665 -0.3 -0.2 0.1 -0.664
H 1.33532 -1.91229 1.53829 0.2 -0.2 0.0 0.313
H 1.10748 -1.08578 -0.00136 0.1 0.0 0.0 0.166
H 2.04702 -2.58164 0.04144 0.1 0.1 0.1 0.375
H 0.08518 -3.93070 0.19045 -0.2 -0.1 -0.1 0.301
H -0.45518 -2.53714 -0.78867 0.0 -0.3 -0.1 0.155
H -1.13924 -1.44395 1.38236 -0.1 0.0 -0.1 -1.257
H -4.07772 0.27726 2.09064 -0.5 -0.1 0.3 0.277
H -2.88864 -0.02089 -1.23728 -0.1 0.4 -0.2 0.246
H -4.10482 -6.60172 0.81720 0.0 0.0 0.0 -0.483
H -1.43237 -6.18650 1.13543 -0.1 -0.2 0.0 -0.352
H -2.22794 -2.80045 -1.37244 -0.1 0.4 0.1 0.270
H -4.72992 -1.71376 -1.45983 0.1 0.0 -0.2 -0.106
H -4.43110 -3.58534 -2.59492 0.2 0.1 -0.1 0.052
C -0.63784 1.58934 2.10183 0.3 0.0 0.1 0.184
C -1.46730 2.83783 2.27177 -0.2 -0.3 -0.1 -0.268
O -0.70706 3.90374 2.88208 0.0 0.0 0.0 -0.376
C 0.12866 4.53602 2.07237 0.0 0.0 0.1 0.740
O 0.28570 4.33358 0.89517 0.0 0.0 -0.1 -0.526
O 0.77862 5.46386 2.78380 0.0 0.0 0.0 -0.357
C 1.75764 6.19074 2.04114 0.1 0.1 0.0 -0.648
H -0.20002 1.27646 3.05092 -0.1 0.0 0.0 0.348
H -1.25852 0.78575 1.71604 0.0 0.0 0.0 -0.213
H 0.17732 1.75591 1.39876 -0.1 0.0 0.0 -0.323
H -2.30024 2.66246 2.94803 0.0 0.1 0.1 0.299
H -1.87422 3.17855 1.32143 0.1 0.0 0.0 0.299
H 1.32465 6.61644 1.13874 0.0 0.0 0.0 0.295
H 2.59202 5.54285 1.77654 0.0 0.0 -0.1 0.290
H 2.10215 6.98463 2.69739 0.0 0.0 0.0 0.220
C 5.42532 0.02696 -3.95316 -0.2 0.0 0.0 -1.089
C 5.66999 1.10117 -2.91597 0.2 -0.1 0.0 -0.173
O 4.54418 1.98023 -2.77966 0.0 0.0 0.0 -0.405
C 3.53210 1.48806 -2.05878 -0.1 0.1 0.1 0.745
O 3.51119 0.41943 -1.50882 0.1 -0.1 0.0 -0.561
O 2.55692 2.39173 -2.03933 0.0 0.0 0.0 -0.384
C 1.38866 1.98351 -1.30997 -0.2 0.1 0.0 -0.498
H 5.14051 0.47669 -4.90514 0.1 0.0 0.0 0.292
H 6.32938 -0.56420 -4.10090 0.0 0.0 0.0 0.346
H 4.62483 -0.64065 -3.63876 0.0 0.0 0.0 0.312
H 6.49189 1.74797 -3.21830 -0.1 0.1 0.0 0.292
H 5.91531 0.66920 -1.94627 -0.1 0.0 0.0 0.309
H 1.65668 1.65739 -0.30833 0.0 0.0 0.0 0.218
H 0.87906 1.17667 -1.83415 0.1 -0.1 0.0 0.307
H 0.74740 2.85727 -1.25255 0.1 0.0 0.0 0.231
```
Positions in Å, forces in eV/Å.

***

(2)
ORCA calculation (the ωB97M-V functional and the def2-TZVPD basis) on a cluster of 2 separate species, C5H14O in total.

The HOMO energy is -10.215 eV. The calculation puts the orbital gap at 0.4104 Eh. Its SMILES is CC(C)O.CC. As for the multiplicity: 1. As for the relative energy (zero: lowest compared OMol25 entry of this formula, charge and spin): 15.7 kcal/mol. The calculation puts the LUMO energy at 0.95 eV.

```
20
Properties=species:S:1:pos:R:3:forces:R:3:mulliken_charge:R:1
C -0.96913 -2.05965 0.37370 -0.3 -0.4 0.4 -1.108
C -1.01582 -1.18558 -0.86648 -0.3 0.2 -0.1 0.543
C -2.44370 -0.85403 -1.26556 0.1 0.0 0.0 -1.407
O -0.30578 0.00800 -0.53877 0.5 0.5 -0.2 -0.500
H -0.48967 -1.50729 1.18047 0.2 -0.1 0.0 0.266
H -0.43710 -2.99426 0.18495 0.1 0.1 0.2 0.271
H -1.97158 -2.32458 0.73911 0.2 0.1 -0.2 0.321
H -0.52726 -1.69791 -1.69595 0.1 0.0 -0.1 0.246
H -2.97023 -0.42275 -0.41449 0.0 0.2 0.0 0.336
H -2.43608 -0.15944 -2.10378 -0.2 0.1 0.0 0.356
H -2.99666 -1.74474 -1.55121 0.0 -0.2 -0.1 0.390
H 0.07939 0.47132 -1.30545 -0.5 -0.6 0.3 0.276
C 1.80357 1.98992 1.59788 0.5 0.0 0.8 -0.814
C 2.27479 1.67081 0.19417 0.5 -0.6 -0.3 -0.674
H 1.11940 1.23589 1.97603 -0.5 0.1 -0.2 0.208
H 2.63788 1.93222 2.31419 0.0 0.0 -0.3 0.304
H 1.39736 2.98174 1.74143 -0.3 0.2 -0.2 0.275
H 2.25105 0.58077 0.10049 0.3 0.1 -0.2 0.183
H 3.28850 2.02348 -0.00760 0.1 -0.1 0.2 0.353
H 1.71109 2.05610 -0.65315 -0.6 0.2 0.3 0.176
```
Positions in Å, forces in eV/Å.

***

(3)
ORCA calculation (the ωB97M-V functional and the def2-TZVPD basis) on the molecule C7H7N2OP in a non-equilibrium geometry.

The HOMO energy is -9.251 eV. The calculation puts the orbital gap at 0.3364 Eh. Its SMILES is [H]/N=P/NC(=O)c1ccccc1. As for the multiplicity: 1. As for the relative energy (zero: lowest compared OMol25 entry of this formula, charge and spin): 0.0 kcal/mol. The calculation puts the LUMO energy at -0.10 eV.

```
18
Properties=species:S:1:pos:R:3:forces:R:3:mulliken_charge:R:1
H -1.56165 -1.35068 -5.11816 0.1 -0.1 -0.2 0.241
N -1.34758 -0.93054 -4.22422 -0.1 -0.1 -0.2 -0.574
P -0.22686 -1.65689 -3.42199 -0.2 0.3 0.0 0.056
N -0.25585 -0.72759 -2.04558 2.9 -0.4 3.1 -0.224
C 0.88821 -0.85490 -0.86847 -2.8 0.0 -3.7 0.149
O 1.86545 -1.47579 -1.11821 0.2 0.0 0.3 -0.452
C 0.49920 -0.13205 0.33382 0.1 0.4 0.8 0.523
C 1.50581 0.48203 1.08215 0.0 -0.2 -0.2 -0.432
C 1.19454 1.14427 2.25249 0.0 0.0 0.0 -0.500
C -0.11993 1.18667 2.69307 0.0 0.0 0.0 -0.374
C -1.12165 0.57379 1.95807 0.0 0.0 0.0 -0.557
C -0.82028 -0.07931 0.77723 0.1 -0.1 -0.2 -0.302
H -0.89519 0.05387 -1.98518 0.0 0.0 0.0 0.416
H 2.52260 0.43285 0.72173 0.1 0.0 0.0 0.401
H 1.97646 1.61851 2.82416 0.1 0.1 0.1 0.389
H -0.36441 1.69277 3.61546 0.0 0.0 0.1 0.376
H -2.14242 0.60026 2.30669 -0.1 0.0 0.0 0.389
H -1.59643 -0.57727 0.21697 -0.1 0.0 -0.1 0.475
```
Positions in Å, forces in eV/Å.

***

(4)
ORCA calculation (the ωB97M-V functional and the def2-TZVPD basis) on a structure of composition C32H39AsCl3CoN3O9P2Si.

Its total charge is -2. Its expectation value of S² is 3.759. The HOMO energy (alpha / beta) is -1.962 / -2.013 eV. The calculation puts the orbital gap (alpha / beta) at 0.2278 / 0.2296 Eh. As for the multiplicity: 4. As for the relative energy (zero: lowest compared OMol25 entry of this formula, charge and spin): 0.6 kcal/mol. The calculation puts the LUMO energy (alpha / beta) at 4.24 / 4.24 eV.

```
91
Properties=species:S:1:pos:R:3:forces:R:3:lowdin_spin:R:1
Co -0.48646 1.66093 -0.60415 0.2 -0.2 0.3 2.727
C 2.36449 1.05529 2.91882 0.0 0.0 0.0 0.000
C 2.32919 2.38069 2.15345 0.0 -0.1 0.0 0.000
O 3.21750 3.33245 2.74770 0.0 0.1 -0.1 0.000
P 0.63456 3.04646 2.15492 0.0 0.1 0.0 0.003
O 0.66740 4.48465 1.52228 0.0 -0.1 0.0 0.000
O 0.44586 3.36530 3.72557 0.0 0.0 0.1 0.002
O -0.43361 2.15848 1.64020 0.0 -0.1 -0.1 0.024
P 2.81961 1.99768 0.40044 0.0 0.1 0.1 0.003
O 2.87710 3.51063 -0.20682 0.0 0.0 0.0 0.000
O 4.15429 1.36262 0.34571 0.0 -0.1 0.0 0.003
O 1.60955 1.29353 -0.15551 0.1 0.1 -0.2 0.021
H 2.09607 1.22131 3.96579 0.0 0.0 0.0 0.000
H 3.37674 0.65503 2.85851 0.0 0.0 0.0 0.000
H 1.66657 0.33711 2.48572 0.0 0.0 0.0 0.000
H 2.84227 3.58985 3.59796 0.0 -0.1 0.0 0.000
H 0.47978 4.40858 0.54068 0.0 0.0 0.0 0.000
H -0.49138 3.48939 3.92529 0.0 0.0 0.0 0.000
H 3.20439 3.47227 -1.11354 0.0 0.0 0.0 0.000
O 0.09131 2.14783 -2.65657 -0.1 -0.5 0.2 0.032
N 0.09462 3.33993 -3.00487 0.0 0.3 -0.3 0.002
N -0.07072 4.18243 -2.04907 0.0 0.2 -0.1 0.004
O -0.23877 3.80942 -0.80239 -0.1 -0.1 0.3 0.032
C -0.19014 5.56042 -2.36871 0.0 -0.1 0.0 0.001
C -0.63917 6.42200 -1.37957 -0.1 0.1 0.0 0.000
C -0.76260 7.77476 -1.66510 0.0 0.0 0.0 0.000
C -0.44440 8.26513 -2.92125 0.0 0.0 0.0 0.000
C -0.00315 7.38657 -3.90406 0.0 0.0 0.0 0.000
C 0.12687 6.03473 -3.63868 0.0 0.0 0.0 0.000
H -0.91570 6.02483 -0.41360 0.0 0.0 0.0 0.000
H -1.12073 8.44360 -0.89269 0.0 0.0 0.0 0.000
H -0.54326 9.32151 -3.13842 0.0 0.0 0.0 0.000
H 0.24209 7.75584 -4.89247 0.0 0.0 0.0 0.000
H 0.46219 5.34559 -4.39841 0.0 0.0 0.0 0.000
Cl -3.39401 3.87583 0.99297 0.0 0.0 0.0 0.016
Si -2.91299 2.41507 -0.52974 -0.1 0.2 -0.1 0.027
Cl -4.64445 1.16537 -0.37754 -0.1 0.0 0.0 0.015
Cl -3.45060 3.58978 -2.27615 0.0 0.0 0.0 0.007
C 5.28704 -4.55627 -0.34884 0.0 0.0 0.0 0.000
C 4.03359 -3.74952 -0.13426 0.0 0.0 0.0 0.000
C 3.50918 -2.95175 -1.13728 0.0 0.0 0.0 0.000
C 2.34747 -2.19624 -0.97205 0.0 0.0 0.0 0.000
C 1.92234 -1.32857 -2.12628 0.0 0.0 0.0 0.000
C 1.65691 -2.26955 0.25020 -0.1 -0.1 -0.1 0.001
As 0.07141 -1.18206 0.76842 0.0 0.1 0.0 0.004
N -0.69591 -0.37549 -0.67659 0.0 0.1 -0.1 0.051
C -1.34333 -1.04398 -1.68835 0.0 0.0 0.0 0.006
C -1.29486 -2.44027 -1.87647 0.0 0.0 0.0 0.005
C -1.97141 -3.07075 -2.90880 0.0 0.0 0.0 0.000
C -2.72426 -2.34524 -3.82085 0.0 0.0 0.0 0.004
C -2.75548 -0.95937 -3.68024 0.0 0.0 0.0 0.000
C -2.08066 -0.32438 -2.65674 0.0 0.0 0.0 0.004
C -1.34269 -2.51540 1.30843 0.0 0.0 0.1 0.002
C -1.42699 -3.90544 1.15364 -0.1 0.0 -0.1 0.000
C -0.47242 -4.76876 0.35906 0.0 0.0 0.0 0.000
C -2.49315 -4.60965 1.72525 0.0 0.0 0.0 0.000
C -3.49675 -3.98679 2.43731 0.0 0.0 0.0 0.000
C -4.65713 -4.75884 3.00675 0.0 0.0 0.0 0.000
C -3.41063 -2.60954 2.59200 0.0 0.0 0.0 0.000
C -2.36076 -1.87496 2.05907 0.0 0.0 0.0 0.000
C -2.35656 -0.39057 2.31851 0.0 0.0 0.0 0.000
C 2.22084 -3.02120 1.29619 0.0 0.0 0.0 0.000
C 1.59779 -3.10898 2.67059 0.0 -0.1 0.0 0.000
C 3.38119 -3.75681 1.08876 0.0 0.0 0.0 0.000
H 5.73935 -4.32434 -1.31380 0.0 0.0 0.0 0.000
H 5.07936 -5.62960 -0.32587 0.0 0.0 0.0 0.000
H 6.02766 -4.34997 0.42725 0.0 0.0 0.0 0.000
H 4.03272 -2.88474 -2.08660 0.0 0.0 0.0 0.000
H 2.75505 -1.21905 -2.82342 0.0 0.0 0.0 0.000
H 1.62174 -0.33981 -1.78876 0.0 0.0 0.0 0.000
H 1.08128 -1.76782 -2.66509 0.0 0.0 0.0 0.000
H -0.68281 -3.03208 -1.21161 -0.1 0.1 -0.1 0.000
H -1.89648 -4.15034 -3.00059 0.0 0.0 0.0 0.000
H -3.25642 -2.83767 -4.62598 0.0 0.0 0.0 0.000
H -3.31675 -0.35384 -4.38385 0.0 0.0 0.0 0.000
H -2.10933 0.75602 -2.60423 0.0 0.0 0.0 0.000
H 0.37126 -4.23116 -0.05225 0.1 0.0 0.0 0.000
H -1.00870 -5.23658 -0.47182 0.0 0.0 0.0 0.000
H -0.08320 -5.57403 0.98843 0.0 0.0 0.0 0.000
H -2.53495 -5.68683 1.57919 0.0 0.0 0.0 0.000
H -4.50055 -5.83415 2.90647 0.0 0.0 0.0 0.000
H -5.58637 -4.50607 2.49017 0.0 0.0 0.0 0.000
H -4.80340 -4.53455 4.06594 0.0 0.0 0.0 0.000
H -4.18390 -2.08346 3.14431 0.0 0.0 0.0 0.000
H -3.25898 -0.09741 2.85528 0.0 0.0 0.0 0.000
H -2.32466 0.17613 1.39039 0.0 0.0 -0.1 0.001
H -1.48217 -0.08066 2.89444 0.0 0.0 0.0 0.000
H 0.95555 -2.26204 2.90689 0.0 0.0 0.0 0.000
H 2.38279 -3.15025 3.42885 0.0 0.0 0.0 0.000
H 0.98771 -4.01168 2.76837 0.0 0.0 0.0 0.000
H 3.78907 -4.33652 1.91379 0.0 0.0 0.0 0.000
```
Positions in Å, forces in eV/Å.